Entry from the Open Molecules 2025 dataset: a cluster of 6 separate species, C27H61Cl2N4O11 in total (ωB97M-V with the def2-TZVPD basis set).

- E_LUMO: 2.13 eV
- Kohn-Sham gap: 8.424 eV
- Total energy: -82499.1171 eV
- Total charge: -1
- 2S+1: 1

The geometry in XYZ format:
```
105
Properties=species:S:1:pos:R:3:mulliken_charge:R:1
N 3.212 -0.148 15.942 0.66
H 3.493 -1.126 16.077 0.29
H 2.419 -0.036 16.572 -0.47
H 3.081 0.110 14.950 0.35
H 4.064 0.376 16.184 0.08
Cl 1.843 1.589 12.623 1.70
O 2.048 0.343 13.342 -0.78
O 1.847 1.243 11.216 -0.70
O 0.630 2.283 13.065 -0.66
O 2.944 2.486 12.861 -0.68
Cl 6.031 1.941 17.192 1.61
O 6.605 0.664 16.759 -0.68
O 5.218 2.419 16.105 -0.66
O 5.303 1.611 18.398 -0.61
O 7.102 2.901 17.386 -0.74
C 1.802 1.947 21.398 -1.61
C 0.895 1.128 20.461 1.41
C -0.585 1.117 20.920 -1.27
C -1.452 2.340 20.571 -0.76
C -1.164 2.760 19.120 -1.23
C 0.289 2.785 18.631 1.64
N 0.929 1.547 19.060 0.63
O 2.247 1.467 18.459 0.44
C 0.227 2.844 17.085 -1.79
C 0.958 4.100 19.081 -1.68
C 1.404 -0.330 20.476 -1.58
H 1.363 2.902 21.698 0.39
H 2.801 1.992 20.964 0.28
H 1.870 1.503 22.397 0.52
H -1.023 0.185 20.564 0.38
H -0.597 1.088 22.014 0.36
H -1.245 3.226 21.181 0.42
H -2.523 2.185 20.699 0.44
H -1.584 3.760 18.975 0.40
H -1.707 2.081 18.456 0.15
H -0.217 3.781 16.748 0.46
H 1.216 2.799 16.634 0.35
H -0.414 2.045 16.705 0.05
H 0.684 4.291 20.121 0.39
H 2.040 4.018 18.968 0.15
H 0.608 4.935 18.480 0.51
H 0.699 -0.890 19.852 0.21
H 1.403 -0.722 21.491 0.53
H 2.357 -0.504 19.976 -0.03
H 2.676 2.063 19.095 0.06
C 6.984 -4.530 15.776 -1.89
C 5.727 -4.548 16.674 1.73
C 5.817 -5.769 17.659 -1.29
C 6.773 -5.384 18.795 -0.77
C 6.366 -4.174 19.623 -1.49
C 5.427 -3.171 18.878 1.89
N 5.662 -3.339 17.447 0.15
O 5.360 -2.184 16.660 -0.22
C 3.942 -3.508 19.235 -1.40
C 5.706 -1.754 19.348 -1.70
C 4.426 -4.772 15.873 -1.84
H 7.700 -3.783 16.115 0.40
H 7.469 -5.487 15.569 0.34
H 6.748 -4.241 14.744 0.41
H 4.813 -6.066 17.964 0.44
H 6.270 -6.640 17.187 0.55
H 6.986 -6.270 19.395 0.50
H 7.697 -5.038 18.324 0.32
H 7.153 -3.741 20.245 0.45
H 5.727 -4.433 20.485 0.43
H 3.786 -3.390 20.304 0.54
H 3.784 -4.494 18.800 0.33
H 3.288 -2.819 18.695 -0.02
H 5.987 -1.746 20.408 0.46
H 4.838 -1.089 19.434 0.04
H 6.418 -1.164 18.769 0.32
H 4.212 -4.251 14.943 0.39
H 4.319 -5.852 15.718 0.44
H 3.591 -4.596 16.560 0.24
H 6.265 -1.868 16.531 0.25
C -1.863 -0.375 15.539 -1.64
C -1.122 -1.659 15.959 1.62
C -2.131 -2.379 16.840 -1.44
C -1.758 -3.834 17.117 -0.65
C -1.594 -4.577 15.818 -1.24
C -0.683 -3.931 14.777 1.95
N -0.886 -2.475 14.774 0.27
O 0.008 -1.801 13.906 -0.37
C 0.773 -4.320 15.106 -1.92
C -1.123 -4.500 13.427 -2.02
C 0.064 -1.157 16.838 -0.83
H -1.890 0.406 16.303 -0.01
H -2.880 -0.465 15.154 0.45
H -1.311 0.130 14.734 0.30
H -2.307 -1.850 17.785 0.38
H -3.162 -2.289 16.474 0.45
H -2.464 -4.261 17.836 0.47
H -0.856 -3.845 17.747 0.26
H -2.611 -4.714 15.436 0.36
H -1.280 -5.590 16.089 0.37
H 1.011 -3.886 16.083 0.19
H 0.959 -5.387 15.004 0.50
H 1.545 -3.815 14.516 0.45
H -2.178 -4.293 13.239 0.49
H -0.670 -3.868 12.653 0.37
H -0.825 -5.527 13.237 0.35
H 0.596 -0.479 16.165 0.17
H 0.678 -1.992 17.184 0.21
H -0.220 -0.591 17.723 0.20
H -0.604 -1.304 13.350 0.36
```